DFT (ωB97M-V/def2-TZVPD) results for a 19-piece molecular cluster, C25H16BCl72N2O3 overall.

Cartesian coordinates (Å):
C -0.31483 -2.35365 0.29394
C 0.30748 -0.95932 0.53546
C 1.81571 -1.04656 0.78306
C 2.55471 0.21275 0.33351
N 3.99957 0.21707 0.46246
B 4.50529 0.48534 1.81401
N 4.98294 1.86307 2.13422
O 4.59944 -0.42140 2.86127
C 4.72820 -0.79889 -0.32367
C 4.87601 -2.21549 0.28581
C 4.17347 -0.92732 -1.77330
O 3.15183 -1.64063 -1.96458
O 4.78377 -0.27779 -2.65518
H -1.09045 -2.56802 1.02763
H -0.79956 -2.42777 -0.67519
H 0.43594 -3.13301 0.37537
H 0.11737 -0.37214 -0.36006
H -0.19485 -0.49400 1.38307
H 2.16756 -1.88167 0.18322
H 1.97817 -1.28621 1.83913
H 2.21206 0.45951 -0.66978
H 2.17602 1.03637 0.96184
H 5.46602 2.16071 1.29493
H 4.16799 2.46045 2.24163
H 3.73809 -0.75237 3.13759
H 5.73929 -0.42184 -0.45508
H 4.61545 -2.96454 -0.45869
H 5.89153 -2.38608 0.63422
H 4.20788 -2.40234 1.12195
C -3.91592 -1.12020 -1.45612
Cl -3.73847 -1.42924 0.27261
Cl -2.58090 -0.11364 -2.01534
Cl -3.89529 -2.65747 -2.33115
Cl -5.44964 -0.28252 -1.74586
C 6.85836 -5.90497 0.99881
Cl 6.37614 -7.26358 -0.02728
Cl 7.86469 -6.50417 2.33083
Cl 7.78249 -4.74773 0.04150
Cl 5.42445 -5.12291 1.65554
C -6.64939 3.06410 0.13009
Cl -6.31228 1.81897 1.33324
Cl -7.77950 2.43157 -1.07364
Cl -7.37436 4.46741 0.91858
Cl -5.13628 3.51467 -0.68365
C 7.69822 2.52579 -2.28298
Cl 9.19775 3.14940 -1.56096
Cl 7.10789 3.68630 -3.48071
Cl 8.01013 0.98003 -3.06229
Cl 6.47768 2.31929 -1.03222
C -3.49275 7.09295 1.89437
Cl -4.20482 5.79045 0.93598
Cl -2.52728 6.40124 3.20032
Cl -2.47129 8.09264 0.86319
Cl -4.79515 8.09318 2.57343
C 6.08978 0.91172 -6.81471
Cl 4.58817 1.33881 -7.65478
Cl 6.84984 -0.46179 -7.64104
Cl 7.20101 2.30311 -6.87667
Cl 5.74884 0.49634 -5.15038
C 7.44824 3.95966 4.51282
Cl 7.50663 5.70528 4.82013
Cl 8.85830 3.19065 5.25920
Cl 5.97748 3.29157 5.22179
Cl 7.46764 3.66620 2.77942
C -8.92410 -2.58859 -3.22937
Cl -9.19993 -3.65461 -4.61923
Cl -9.81068 -3.21928 -1.84142
Cl -7.20313 -2.52062 -2.85994
Cl -9.51114 -0.96611 -3.61202
C -11.87319 1.08970 -6.49083
Cl -10.57339 2.25343 -6.21135
Cl -12.72901 1.50463 -7.97930
Cl -11.18808 -0.52993 -6.63448
Cl -13.00069 1.12908 -5.12852
C -4.22498 9.31655 6.95422
Cl -4.03297 11.06105 7.17114
Cl -2.93479 8.46996 7.81554
Cl -5.79288 8.81213 7.59546
Cl -4.14252 8.92053 5.22972
C 4.31625 -3.29806 5.42446
Cl 5.50444 -2.02144 5.68339
Cl 3.42049 -2.97966 3.93030
Cl 5.14266 -4.85202 5.29740
Cl 3.18904 -3.34209 6.79006
C 6.73247 -6.32049 8.70110
Cl 5.25185 -6.69662 9.59117
Cl 8.11696 -6.42173 9.79537
Cl 6.94150 -7.49098 7.38876
Cl 6.61620 -4.70032 8.02455
C -8.93772 -8.16048 -5.56103
Cl -9.96445 -8.88695 -4.31842
Cl -9.54048 -8.61427 -7.16081
Cl -8.97065 -6.40093 -5.38895
Cl -7.28128 -8.73945 -5.36920
C -13.59836 1.29192 -12.28047
Cl -14.86985 0.49650 -13.21517
Cl -12.93466 0.15915 -11.10119
Cl -12.31616 1.83084 -13.36885
Cl -14.27641 2.68755 -11.43206
C 8.92827 6.49140 -6.74731
Cl 8.11608 4.92461 -6.78023
Cl 8.59338 7.36496 -8.24991
Cl 8.33433 7.43309 -5.37524
Cl 10.67307 6.25191 -6.58473
C 0.22075 10.54990 4.15057
Cl 0.34344 12.28927 4.45315
Cl 1.45364 9.70327 5.09144
Cl -1.38337 9.98307 4.64321
Cl 0.48157 10.23863 2.43457
C 10.08977 -9.90727 11.57541
Cl 11.29779 -8.64730 11.85544
Cl 9.20637 -9.55156 10.09171
Cl 10.89701 -11.47366 11.42782
Cl 8.96248 -9.95260 12.93593
C -13.88043 -4.42235 -2.39621
Cl -14.22431 -4.11583 -0.69003
Cl -15.34738 -4.99491 -3.19948
Cl -13.33612 -2.92721 -3.16457
Cl -12.61944 -5.65352 -2.53048

Atoms 1-6, force components in eV/Å:
C -0.229 0.224 0.457
C -0.048 -0.599 -0.127
C -0.321 -0.242 -0.462
C -0.537 0.477 0.922
N 0.213 -0.768 -0.093
B 0.032 0.762 -0.043

HOMO energy: -5.001 eV
charge: -1
energy relative to the best compared isomer or geometry (same formula, charge and spin): 0.00 kJ/mol
E_LUMO: 0.90 eV
E_tot: -937595.61518 eV

---

DFT (ωB97M-V/def2-TZVPD) results for C25H16Co2NO6 as an isolated structure.

Cartesian coordinates (Å):
O -0.52233 -3.26149 -2.31534
C -0.90806 -2.75166 -1.34898
Co -1.54654 -2.08734 0.10563
C -3.27995 -1.07963 -0.79564
O -3.68975 -1.63455 -1.83038
C -1.81302 -3.17476 1.41588
O -1.97383 -3.90660 2.29892
C -0.24299 -0.75274 0.78891
C 1.03687 -1.43262 0.84734
C 1.40996 -2.14086 2.01019
C 2.46189 -3.04655 1.95838
C 3.22205 -3.17219 0.78362
C 2.88423 -2.42549 -0.36541
C 1.81817 -1.53576 -0.32452
C -1.22311 0.03828 0.24103
C -2.18056 -0.01750 -0.86420
Co -1.00655 0.47646 2.01505
C -2.21731 -0.10252 3.22086
O -3.14357 -0.50219 3.78328
C -1.54237 2.09943 1.79942
O -1.90236 3.17806 1.58261
C 0.42272 0.86705 2.96043
O 1.35456 1.18937 3.57270
H 0.83342 -2.02002 2.92444
H 2.69842 -3.65977 2.83099
H 4.08082 -3.86082 0.74553
H 3.44298 -2.54887 -1.30370
H 1.54986 -0.92608 -1.19288
H -2.58960 0.98290 -1.05066
H -1.70117 -0.21914 -1.82061
C -7.76284 -1.65121 2.81818
C -6.55007 -1.45419 1.96207
C -5.78510 -2.54012 1.57164
C -4.64536 -2.36450 0.79691
N -4.13799 -1.13677 0.45133
C -4.90183 -0.02117 0.84644
C -6.11002 -0.16247 1.60140
C -6.76016 1.05374 1.99598
C -6.30886 2.29805 1.57209
C -5.13480 2.40203 0.82910
C -4.45206 1.24376 0.52350
H -8.47537 -0.81926 2.73609
H -8.28184 -2.58303 2.53926
H -7.47489 -1.74575 3.88136
H -6.07795 -3.54787 1.87192
H -4.10750 -3.24620 0.45387
H -7.63190 0.98285 2.65199
H -6.86159 3.19461 1.84474
H -4.75392 3.35863 0.50391
H -3.50830 1.34571 0.03432

Atoms 1-6, force components in eV/Å:
O 0.246 -0.145 0.293
C -0.337 -0.201 -1.915
Co 0.185 -0.817 0.475
C 1.505 -1.411 -1.503
O -0.394 0.719 1.885
C -1.064 0.368 0.620

HOMO energy: -2.902 eV
charge: -1
energy relative to the best compared isomer or geometry (same formula, charge and spin): 218.84 kJ/mol
E_LUMO: 1.01 eV
E_tot: -115208.78981 eV

---

DFT (ωB97M-V/def2-TZVPD) results for C25H16F5MnN5O3S2Te as an isolated structure.

Cartesian coordinates (Å):
Mn 0.12546 -0.17718 -0.01078
O -2.59603 -0.56315 -3.05490
C -1.55405 -0.89206 -2.57566
N -0.75628 0.11171 -1.87491
C -0.53993 1.23762 -2.47233
C -0.74720 1.54647 -3.86674
C -0.42999 2.78084 -4.29003
C 0.08336 3.81669 -3.39588
C 0.25834 3.61909 -2.07802
C -0.07341 2.32129 -1.54543
N -0.11079 1.92810 -0.31642
C 0.14594 2.81018 0.76832
O 0.03489 3.99762 0.71870
C 0.51141 2.03081 1.96660
C 0.85587 2.66427 3.14106
C 1.17656 1.88911 4.24572
C 1.12136 0.51507 4.11821
C 0.77503 -0.05080 2.90030
N 0.47235 0.69239 1.83158
C -0.98509 -2.25746 -2.58393
C -1.59567 -3.26581 -3.31191
C -0.98374 -4.51197 -3.31905
C 0.18252 -4.68201 -2.59095
C 0.69801 -3.60593 -1.87715
N 0.13562 -2.40413 -1.87997
H -1.10849 0.78935 -4.54551
H -0.53446 3.02958 -5.33753
H 0.33355 4.77494 -3.83147
H 0.62996 4.39335 -1.42600
H 0.86588 3.74535 3.16298
H 1.46388 2.34954 5.18066
H 1.36085 -0.13971 4.94347
H 0.75900 -1.12421 2.79484
H -2.50642 -3.06423 -3.85804
H -1.40611 -5.33028 -3.88567
H 0.69748 -5.63146 -2.57026
H 1.59715 -3.74095 -1.28438
S -2.81174 1.90301 0.62600
C -2.85235 0.24467 0.54499
N -1.83844 -0.65464 0.52182
C -2.29985 -1.94334 0.62591
C -1.55832 -3.14157 0.71159
C -2.22835 -4.32816 0.82777
C -3.64362 -4.40290 0.85219
C -4.39603 -3.26485 0.78038
C -3.72044 -2.03763 0.67232
S -4.41507 -0.49609 0.60981
H -0.48149 -3.14960 0.70806
H -1.65777 -5.24287 0.91294
H -4.12412 -5.36702 0.93998
H -5.47580 -3.29518 0.81417
F 3.15746 -2.77408 1.56953
Te 3.40063 -1.65335 0.05983
F 4.88878 -0.63056 -0.43117
F 4.52297 -3.08453 -0.46078
F 1.65259 0.31946 -0.81778
F 3.31584 -0.34301 1.44420
O 0.69281 -1.38233 0.70173

Atoms 1-6, force components in eV/Å:
Mn -0.487 0.749 0.411
O -0.134 0.016 -0.061
C 0.041 -0.145 0.157
N 0.155 -0.295 -0.065
C 0.034 0.111 0.036
C -0.006 -0.013 0.105

expectation value of S²: 1.08
HOMO energy (alpha / beta): -14.842 / -15.139 eV
charge: +2
energy relative to the best compared isomer or geometry (same formula, charge and spin): 152.67 kJ/mol
2S+1: 2
E_LUMO (alpha / beta): -8.95 / -9.14 eV
E_tot: -113631.72778 eV

---

DFT (ωB97M-V/def2-TZVPD) results for C25H17Cl2FN5O2PbSSe as an isolated structure.

Cartesian coordinates (Å):
Pb 0.13805 -0.61783 0.64160
N 0.75938 2.22171 4.58468
C 0.84702 1.38377 3.48744
S 0.24439 2.04120 1.97675
N 1.25253 0.19180 3.85493
N 1.34213 -0.71034 2.77498
C 2.06325 -1.70620 3.07770
C 2.28426 -3.01602 2.41681
C 3.27170 -3.83382 2.98746
C 3.49201 -5.14934 2.52451
C 2.68270 -5.65419 1.54563
C 1.67589 -4.84175 1.02155
C 1.41401 -3.51172 1.46141
O 0.43827 -2.84071 0.86401
H 0.81074 3.23802 4.42640
H 1.23315 1.97281 5.43372
H 2.58644 -1.61305 4.04756
H 3.93746 -3.30616 3.66742
H 4.23604 -5.74824 3.08998
H 2.77607 -6.68320 1.14816
H 1.21812 -5.23764 0.13137
Cl 4.93841 0.85554 -0.51877
C 3.71702 0.48431 -1.74612
C 4.00203 0.91266 -3.05947
C 3.15370 0.60161 -4.12086
Cl 3.53518 1.03467 -5.80141
C 1.92252 -0.08129 -3.89905
C 1.06907 -0.48990 -4.91722
C -0.02007 -1.24615 -4.56053
C -0.23155 -1.54021 -3.17896
N 0.54856 -1.13234 -2.19146
C 1.65627 -0.40439 -2.56219
C 2.53884 -0.16392 -1.39767
O 2.20567 -0.56958 -0.23248
H 4.95914 1.28609 -3.19713
H 1.27202 -0.18838 -5.97975
H -0.81081 -1.44934 -5.23755
H -0.99892 -2.20707 -2.79176
F -4.45857 6.38658 0.11596
C -4.15907 5.09989 0.03904
C -3.11019 4.53768 0.70913
C -2.92973 3.16919 0.66884
C -3.78947 2.40812 -0.14929
C -3.53429 0.90626 -0.12273
C -4.72860 3.01725 -0.95598
C -4.98278 4.36584 -0.79642
H -2.47630 5.03759 1.34960
H -2.06507 2.71152 1.15500
H -3.11668 0.62694 0.83965
H -2.91481 0.56149 -0.95802
H -5.20318 2.28283 -1.64462
H -5.81602 4.89305 -1.28727
Se -5.12223 -0.26174 -0.36561
C -6.45105 0.71675 0.52629
N -7.30264 1.25937 1.10475

Atoms 1-6, force components in eV/Å:
Pb -0.068 -0.207 -0.074
N -0.155 2.055 -0.062
C -0.298 -0.143 1.068
S 0.618 -0.378 0.465
N 0.079 0.573 -1.824
N -0.732 0.117 0.220

HOMO energy: -5.009 eV
charge: -1
energy relative to the best compared isomer or geometry (same formula, charge and spin): 122.49 kJ/mol
E_LUMO: 2.06 eV
E_tot: -146939.79595 eV

---

- energy relative to the best compared isomer or geometry (same formula, charge and spin) of number 4 (C25H17Cl2FN5O2PbSSe)?
  122.49 kJ/mol